(1)
Here is one molecule with the formula C10H13BrO at a distorted geometry from OMol25. Energies are from wB97M-V/def2-TZVPD.

```
25
C10H13BrO wB97M-V/def2-TZVPD
Br -3.332 -0.409 -0.177
O -1.022 -1.879 1.397
C -1.438 0.216 0.095
C 1.269 -3.345 0.126
C -0.677 1.398 0.482
C -0.569 0.832 -0.950
C -0.566 -1.293 0.466
C -1.615 2.718 0.533
C 1.214 -1.107 -1.168
C 0.882 -1.961 -0.175
C 0.704 0.244 -1.495
C 0.551 1.420 1.394
H 0.580 -4.045 -0.276
H -0.987 1.525 -1.656
H 2.134 -1.276 -1.729
H 0.352 1.447 2.460
H 2.255 -3.582 -0.249
H 1.307 -3.606 1.157
H 1.557 0.874 -1.658
H -1.435 3.335 -0.320
H -1.231 3.311 1.347
H 1.233 0.572 1.118
H -2.681 2.542 0.695
H 1.069 2.244 1.071
H 0.448 -0.176 -2.488
```

Properties
Energy above the lowest of the compared OMol25 structures with the same formula, charge and spin: 159.7 kJ/mol
HOMO-LUMO gap: 9.322 eV
SMILES: CC1=CC[C@@H]2C(C)(C)[C@]2(Br)C1=O
HOMO level: -8.5895 eV

=====

(2)
Here is C10H13Cl3HgN5O as an isolated structure from OMol25. Energies are from wB97M-V/def2-TZVPD.

```
33
C10H13Cl3HgN5O wB97M-V/def2-TZVPD
Hg -0.726 -1.239 -0.229
Cl 3.447 0.206 -1.117
Cl 1.742 4.574 -3.753
Cl -1.564 0.367 -3.118
O 0.822 -0.916 -1.860
N 0.151 1.274 2.648
N 0.292 3.203 1.405
N -0.525 1.200 0.407
N 0.111 -1.033 2.181
N 0.174 -0.192 4.391
C -0.369 4.067 2.381
C 1.459 2.948 -3.191
C 0.214 2.371 -3.355
C 0.999 0.303 -2.250
C 2.475 2.256 -2.554
C -0.069 1.856 1.397
C 0.382 3.823 0.093
C 2.227 0.988 -2.067
C 0.006 1.078 -2.904
C 0.111 -0.066 3.010
H 0.849 4.800 0.206
H -0.584 2.908 -3.847
H 0.008 -1.916 2.672
H -0.388 0.462 4.914
H 0.207 4.984 2.489
H 0.113 -1.134 4.740
H 1.006 3.217 -0.558
H -1.384 4.329 2.061
H 0.719 1.833 3.264
H 3.441 2.716 -2.398
H -0.598 3.965 -0.381
H -0.436 3.596 3.358
H -0.681 1.795 -0.400
```

Properties
Energy above the lowest of the compared OMol25 structures with the same formula, charge and spin: 0.0 kJ/mol
HOMO-LUMO gap (spin up / spin down): 7.146 / 6.366 eV
2S+1: 2
HOMO level (spin up / spin down): -6.9940 / -7.4334 eV

=====

> Among the records above, which one has the highest energy above the lowest of the compared OMol25 structures with the same formula, charge and spin?

C10H13BrO

=====

> Which formula does entry 2 have?

C10H13Cl3HgN5O

=====

> Look up the energy above the lowest of the compared OMol25 structures with the same formula, charge and spin of the second one.

0.0 kJ/mol

=====

> Which of these has the lowest energy above the lowest of the compared OMol25 structures with the same formula, charge and spin?

C10H13Cl3HgN5O